Version w
2 unconnected molecules or ions with the total composition C3H9NS2. Source: OMol25; level of theory: ωB97M-V with the def2-TZVPD basis set.

Positions of all 15 atoms, in Å:
1 C -0.88 0.43 2.52
2 C -1.35 -0.75 2.13
3 N -1.49 -1.91 2.87
4 H -0.49 0.61 3.52
5 H -0.77 1.30 1.90
6 H -1.85 -0.78 1.18
7 H -0.78 -2.00 3.59
8 H -1.60 -2.76 2.35
9 C -0.99 1.29 -1.45
10 S 0.79 1.21 -1.72
11 S 1.51 -0.65 -1.34
12 H -1.50 1.40 -2.42
13 H -1.24 2.29 -1.09
14 H -1.43 0.40 -1.03
15 H 1.82 -0.82 -0.03

- LUMO (eV) = 0.511
- HOMO energy (eV) = -8.47
- HOMO-LUMO gap (eV) = 8.98
- net charge = 0

Version x
2 unconnected molecules or ions with the total composition C3H9NS2. Source: OMol25; level of theory: ωB97M-V with the def2-TZVPD basis set.

Positions of all 15 atoms, in Å:
1 C 4.24 1.61 -1.80
2 N 4.67 0.79 -0.91
3 C 5.60 1.59 0.14
4 H 3.39 1.41 -2.48
5 H 4.64 2.54 -1.99
6 H 5.27 2.62 0.16
7 H 5.39 1.19 1.11
8 H 6.57 1.43 -0.21
9 C -4.39 -1.75 0.52
10 S -2.80 -1.07 1.24
11 S -1.88 -0.11 -0.28
12 H -4.05 -2.18 -0.54
13 H -4.79 -2.62 1.11
14 H -5.17 -1.04 0.50
15 H -1.70 1.16 0.16

- LUMO (eV) = 0.587
- HOMO energy (eV) = -8.63
- HOMO-LUMO gap (eV) = 9.22
- net charge = 0

Most favorable first, least favorable last: version w, version x